Computed, not measured: a molecular structure, C20H84AlO35 at a distorted geometry, with the ωB97M-V functional and the def2-TZVPD basis.

Cartesian coordinates (Å):
Al -16.499 1.139 -15.158
C -15.921 -1.119 -16.353
C -28.432 2.940 -3.082
O -28.487 2.217 -4.006
O -15.774 0.159 -16.516
H -32.611 4.454 -12.394
H -15.009 -1.510 -16.777
H -17.123 -1.698 -16.207
C -16.291 -0.739 -11.826
C -16.181 -0.588 -13.271
O -16.332 -1.574 -13.996
O -15.884 0.580 -13.650
H -15.565 -0.164 -11.229
H -16.004 -1.771 -11.521
H -17.364 -0.564 -11.638
O -18.337 0.844 -15.083
H -18.878 -0.017 -15.161
H -19.331 1.483 -15.191
O -21.978 -2.355 -11.452
H -21.087 -2.495 -11.649
H -22.054 -2.569 -10.517
O -15.154 6.592 -19.835
H -15.638 5.831 -19.513
H -15.479 6.577 -20.756
O -20.187 -4.585 -13.552
H -21.062 -4.634 -13.221
H -19.668 -5.242 -12.998
O -20.473 1.991 -16.119
H -19.753 1.243 -13.965
H -21.318 1.365 -16.170
O -24.393 4.442 -20.299
H -24.565 5.344 -20.025
H -25.208 3.937 -20.022
O -16.145 2.717 -15.216
H -16.183 3.171 -14.400
H -20.307 2.936 -15.825
O -21.813 3.283 -19.515
H -21.150 3.912 -19.803
H -22.686 3.732 -19.373
O -22.992 -4.876 -13.972
H -23.553 -5.657 -14.067
H -23.603 -4.350 -13.440
O -20.668 -1.772 -15.465
H -20.125 -2.495 -15.166
H -21.119 -2.269 -16.302
O -22.228 -6.974 -15.632
H -21.404 -7.157 -15.178
H -22.476 -7.789 -16.089
O -18.910 0.938 -18.247
H -19.564 1.210 -17.561
H -18.430 0.174 -17.878
O -22.993 -1.005 -13.712
H -23.042 -1.526 -12.900
H -22.320 -1.437 -14.303
O -22.426 -3.375 -16.682
H -21.715 -3.847 -17.125
H -22.768 -3.712 -15.780
O -13.112 -2.705 -11.043
H -13.352 -2.030 -10.358
H -12.277 -2.455 -11.432
C -14.928 -2.398 -7.155
C -13.870 -1.455 -7.690
O -14.201 -1.110 -9.008
O -16.184 -1.873 -7.575
H -14.919 -2.569 -6.079
H -14.776 -3.292 -7.704
H -12.874 -1.943 -7.705
H -13.784 -0.535 -7.145
H -15.160 -1.023 -9.031
H -16.696 -2.533 -7.982
C -18.023 -4.948 -9.504
C -17.835 -6.186 -10.413
O -17.305 -5.721 -11.742
O -16.855 -4.116 -9.639
H -18.115 -5.182 -8.441
H -18.854 -4.289 -9.860
H -18.784 -6.733 -10.594
H -17.130 -6.991 -9.950
H -16.562 -6.292 -11.992
H -16.622 -4.041 -10.565
C -22.763 2.331 -12.279
C -22.560 3.836 -12.496
O -23.554 4.451 -13.257
O -22.904 1.726 -13.528
H -23.560 2.214 -11.601
H -21.847 2.140 -11.682
H -21.557 4.306 -12.589
H -22.824 4.233 -11.474
H -23.634 5.281 -12.816
H -22.935 0.733 -13.566
C -27.744 3.661 -21.940
C -28.982 3.097 -21.294
O -28.866 1.716 -21.095
O -26.515 3.122 -21.330
H -27.805 4.756 -21.694
H -27.630 3.561 -23.028
H -29.805 3.299 -21.961
H -29.205 3.608 -20.349
H -29.758 1.368 -21.229
H -26.625 2.163 -21.151
C -18.308 3.280 -8.347
C -17.280 2.284 -8.918
O -17.406 2.177 -10.322
O -19.663 3.091 -8.772
H -17.971 4.284 -8.640
H -18.294 3.240 -7.250
H -17.332 1.233 -8.536
H -16.349 2.739 -8.728
H -16.491 2.062 -10.632
H -19.820 2.146 -8.940
C -23.722 -2.916 -8.282
C -23.895 -2.786 -6.778
O -23.342 -3.936 -6.148
O -22.380 -3.039 -8.678
H -24.184 -1.993 -8.716
H -24.208 -3.825 -8.628
H -25.020 -2.677 -6.636
H -23.450 -1.865 -6.465
H -22.692 -3.613 -5.530
H -21.887 -3.604 -8.033
C -14.845 -6.520 -15.516
C -15.240 -5.255 -14.894
O -14.933 -5.226 -13.502
O -13.419 -6.457 -15.930
H -15.509 -6.738 -16.376
H -15.062 -7.360 -14.788
H -16.301 -5.204 -15.058
H -14.672 -4.482 -15.387
H -14.275 -4.496 -13.442
H -13.290 -7.286 -16.445
C -20.332 -0.900 -6.981
C -20.362 -1.448 -5.615
O -20.881 -2.794 -5.579
O -19.530 -1.701 -7.799
H -19.901 0.081 -6.896
H -21.316 -0.859 -7.427
H -20.998 -0.885 -4.907
H -19.377 -1.423 -5.106
H -20.386 -3.305 -6.260
H -18.594 -1.455 -7.731

Cartesian forces (eV/Å) of the 3 atoms listed first:
-1.2 -0.7 -0.6
-3.1 1.8 -1.5
-0.3 -3.2 -4.1

## Properties
HOMO-LUMO gap: 1.073 eV
multiplicity: 1
max |F|: 5.271 eV/A
HOMO: -8.6 eV
charge: +1

Computed, not measured: 36 unconnected molecules or ions with the total composition C20H87N3O35S at a distorted geometry, with the ωB97M-V functional and the def2-TZVPD basis.

Cartesian coordinates (Å):
C -3.348 -5.328 3.118
C -2.883 -4.202 4.259
N -3.740 -3.104 4.367
C -1.548 -4.370 5.224
C -0.185 -3.713 4.587
C 1.052 -4.748 4.155
C 2.437 -4.131 3.454
C 2.475 -2.504 3.258
C 1.249 -1.463 3.719
C -0.112 -2.070 4.410
N 1.389 0.057 3.503
C 1.737 0.376 2.061
C 0.816 1.453 1.196
C 1.241 1.724 -0.394
C 0.255 2.777 -1.248
C -0.310 4.009 -0.399
C -1.283 5.102 -1.116
C -1.559 4.679 -2.665
C -0.886 3.348 -3.254
N 0.043 2.349 -2.656
C 2.560 0.996 -1.110
C 3.475 -0.075 -0.251
C 3.035 -0.360 1.304
S 3.948 -1.617 2.419
H -4.508 -5.185 2.875
H -3.279 -6.386 3.651
H -2.726 -5.261 2.127
H -3.412 -2.453 5.115
H -1.335 -5.521 5.361
H -1.760 -3.808 6.245
H 0.996 -5.919 4.279
H 3.331 -4.840 3.116
H -0.962 -1.317 4.694
H 0.530 0.551 3.830
H -0.108 2.000 1.708
H -0.028 4.134 0.736
H -1.699 6.034 -0.542
H -2.249 5.350 -3.345
H -1.176 3.097 -4.387
H 2.804 1.226 -2.248
H 4.404 -0.664 -0.674
O -3.367 -4.609 -0.020
H -3.657 -3.721 -0.279
H -2.525 -4.726 -0.485
O -4.929 -5.536 -2.826
H -4.599 -5.261 -1.957
H -5.714 -6.065 -2.621
O -4.233 -7.669 0.006
H -3.832 -6.800 -0.146
H -3.751 -8.258 -0.593
O -2.173 6.804 -5.154
H -2.463 7.692 -5.413
H -1.331 6.687 -5.619
O -2.673 -6.661 6.981
H -3.561 -6.641 6.594
H -2.785 -7.171 7.798
O 2.989 0.277 5.960
H 3.886 -0.076 6.054
H 2.694 -0.056 5.100
O -4.487 4.063 -1.822
H -3.519 4.100 -1.794
H -4.734 3.727 -0.947
O -2.892 3.449 -5.903
H -2.704 4.272 -5.427
H -3.139 3.745 -6.792
O -2.898 -7.774 10.012
H -3.588 -7.343 10.539
H -2.071 -7.465 10.412
O -2.157 9.228 -3.559
H -1.827 9.504 -2.691
H -2.943 8.699 -3.354
O -4.701 7.514 -3.246
H -5.508 7.251 -2.780
H -4.483 6.743 -3.790
O -1.997 10.732 -6.436
H -1.650 11.637 -6.417
H -1.882 10.419 -5.526
O 0.550 -5.654 0.893
H 0.880 -5.378 1.761
H -0.236 -6.183 1.098
O -2.056 -2.413 -1.339
H -2.346 -1.525 -1.598
H -1.214 -2.530 -1.804
O 6.092 -1.983 -1.482
H 6.257 -2.695 -0.845
H 5.745 -2.442 -2.261
O 6.256 1.896 0.974
H 6.908 1.907 0.258
H 5.477 1.478 0.576
O -5.567 1.383 -0.508
H -4.915 1.395 -1.225
H -6.345 0.965 -0.907
O 0.473 -4.601 -1.810
H 0.819 -3.697 -1.791
H 0.587 -4.915 -0.900
O 5.117 -4.513 1.069
H 5.530 -4.758 1.910
H 4.197 -4.320 1.307
O 7.088 3.875 3.151
H 7.262 4.672 2.628
H 6.570 3.313 2.556
O 1.218 -7.762 -1.737
H 0.928 -6.875 -1.996
H 2.060 -7.879 -2.202
O -5.890 -9.095 -1.788
H -5.561 -8.819 -0.919
H -6.676 -9.624 -1.583
O -4.668 11.032 -4.203
H -3.771 10.679 -4.110
H -4.963 10.699 -5.063
O -2.188 11.792 -2.479
H -3.076 11.812 -2.866
H -2.300 11.283 -1.662
O 8.323 6.273 1.595
H 8.103 7.150 1.245
H 9.108 6.429 2.141
O 4.789 -1.952 5.991
H 4.954 -2.664 6.627
H 4.441 -2.410 5.211
O 7.192 0.213 -3.294
H 6.304 0.233 -3.681
H 7.080 -0.297 -2.477
O 0.497 5.803 -6.415
H 1.465 5.840 -6.387
H 0.251 5.467 -5.540
O -6.776 6.297 -1.490
H -7.605 5.871 -1.226
H -6.177 5.556 -1.666
O -3.416 -3.087 -4.262
H -3.087 -2.811 -3.393
H -4.202 -3.616 -4.057
O -0.288 -2.084 0.454
H 0.041 -1.808 1.323
H -1.074 -2.613 0.659
O -8.151 -11.201 -2.486
H -7.499 -11.189 -3.203
H -8.930 -11.619 -2.885
O 9.010 6.538 -1.290
H 9.978 6.575 -1.263
H 8.763 6.202 -0.415
O 5.005 -6.634 -0.813
H 5.193 -5.811 -0.336
H 4.757 -6.339 -1.702
O 11.066 6.557 2.462
H 11.235 7.511 2.492
H 11.932 6.161 2.638

Cartesian forces (eV/Å) of the 3 atoms listed first:
-0.4 0.0 1.4
-2.8 3.3 -0.2
3.9 -4.5 0.0

## Properties
HOMO-LUMO gap: 7.232 eV
multiplicity: 1
max |F|: 7.998 eV/A
HOMO: -8.4 eV

Computed, not measured: C20H8Br4N2O2 in the gas phase at a distorted geometry, with the ωB97M-V functional and the def2-TZVPD basis.

Cartesian coordinates (Å):
Br -7.436 0.666 -2.184
Br -0.037 -4.203 -2.432
Br -3.742 3.198 1.292
Br 4.752 -4.404 0.003
N -1.050 -1.500 -1.326
N 0.279 0.341 0.345
O -3.316 -2.189 -2.671
O 2.061 0.654 2.100
C 4.538 -2.140 1.778
C -4.849 -0.599 -2.387
C 3.880 -0.966 2.252
C -5.582 0.530 -1.920
C -1.523 1.641 0.407
C 0.927 -2.829 -1.329
C -4.871 1.278 -1.010
C 2.131 -3.240 -0.675
C -2.857 1.896 0.127
C 3.943 -2.831 0.761
C -3.603 -1.008 -2.063
C 2.705 -0.446 1.662
C -0.926 0.578 -0.077
C 0.269 -1.646 -0.964
C -3.531 0.994 -0.763
C 2.745 -2.365 0.200
C -1.646 -0.420 -0.850
C 0.922 -0.794 0.000
C -2.910 -0.116 -1.254
C 2.138 -1.175 0.592
H -2.405 -2.532 -2.370
H 1.364 0.831 1.425
H 5.541 -2.461 2.114
H -5.418 -1.198 -3.121
H 4.264 -0.339 3.104
H -0.957 2.343 1.117
H -5.414 2.056 -0.544
H 2.524 -4.230 -0.715

Cartesian forces (eV/Å) of the 3 atoms listed first:
0.3 0.2 -0.2
0.9 1.4 1.0
0.5 -0.8 -1.2

## Properties
HOMO-LUMO gap: 6.203 eV
multiplicity: 1
max |F|: 8.078 eV/A
HOMO: -8.1 eV
ΔE to the lowest compared entry with this formula, charge and spin: 12.2 kcal per mole

Copy entry 3 word for word.
Computed, not measured: C20H8Br4N2O2 in the gas phase at a distorted geometry, with the ωB97M-V functional and the def2-TZVPD basis.

Cartesian coordinates (Å):
Br -7.436 0.666 -2.184
Br -0.037 -4.203 -2.432
Br -3.742 3.198 1.292
Br 4.752 -4.404 0.003
N -1.050 -1.500 -1.326
N 0.279 0.341 0.345
O -3.316 -2.189 -2.671
O 2.061 0.654 2.100
C 4.538 -2.140 1.778
C -4.849 -0.599 -2.387
C 3.880 -0.966 2.252
C -5.582 0.530 -1.920
C -1.523 1.641 0.407
C 0.927 -2.829 -1.329
C -4.871 1.278 -1.010
C 2.131 -3.240 -0.675
C -2.857 1.896 0.127
C 3.943 -2.831 0.761
C -3.603 -1.008 -2.063
C 2.705 -0.446 1.662
C -0.926 0.578 -0.077
C 0.269 -1.646 -0.964
C -3.531 0.994 -0.763
C 2.745 -2.365 0.200
C -1.646 -0.420 -0.850
C 0.922 -0.794 0.000
C -2.910 -0.116 -1.254
C 2.138 -1.175 0.592
H -2.405 -2.532 -2.370
H 1.364 0.831 1.425
H 5.541 -2.461 2.114
H -5.418 -1.198 -3.121
H 4.264 -0.339 3.104
H -0.957 2.343 1.117
H -5.414 2.056 -0.544
H 2.524 -4.230 -0.715

Cartesian forces (eV/Å) of the 3 atoms listed first:
0.3 0.2 -0.2
0.9 1.4 1.0
0.5 -0.8 -1.2

## Properties
HOMO-LUMO gap: 6.203 eV
multiplicity: 1
max |F|: 8.078 eV/A
HOMO: -8.1 eV
ΔE to the lowest compared entry with this formula, charge and spin: 12.2 kcal per mole

- Among the records above, which one has the lowest HOMO?
  C20H84AlO35

- Which value of multiplicity does entry 3 give?
  1